Record 1
Below is a 2-piece molecular cluster, CH5N3O overall in a non-equilibrium geometry, with properties calculated with ωB97M-V/def2-TZVPD.

Structure (XYZ):
```
10
Properties=species:S:1:pos:R:3:forces:R:3
C -0.5763 -0.0646 1.1914 2.77 0.26 0.71
N 0.5578 1.4497 -0.1724 0.15 -1.13 -2.25
N 1.1194 0.1457 -1.5675 -0.33 0.60 2.79
N 0.0617 1.1999 0.9315 -0.06 1.03 -1.64
O 0.8706 2.4910 -0.6841 0.18 0.07 0.89
H -1.3073 -0.4069 0.5308 -0.86 -0.43 -1.43
H 0.2521 -0.7193 1.3993 0.14 -1.15 -0.53
H -0.9744 0.0371 2.1455 -1.21 0.36 1.61
H 1.2100 0.8368 -2.3004 -0.33 0.47 0.02
H 0.2932 -0.4075 -1.7440 -0.45 -0.07 -0.15
```
Positions in Å, forces in eV/Å.

Computed properties:
- F_max (eV/Å) = 2.87
- net charge = 0
- E_HOMO (alpha / beta) (eV) = -9.551 / -9.557
- ΔE to the lowest compared entry with this formula, charge and spin (kcal/mol) = 116.5
- Kohn-Sham gap (alpha / beta) (eV) = 9.142 / 9.145

How positive or negative is each atom? The Mulliken charges in e answer that:
1. C -0.74
2. N 0.79
3. N -0.51
4. N -0.49
5. O -0.54
6. H 0.28
7. H 0.33
8. H 0.38
9. H 0.27
10. H 0.24


Record 2
Below is a 2-piece molecular cluster, C3H13N3 overall in a non-equilibrium geometry, with properties calculated with ωB97M-V/def2-TZVPD.

Structure (XYZ):
```
19
Properties=species:S:1:pos:R:3:forces:R:3
C 1.8970 1.7860 -0.7368 -0.29 0.21 2.24
N 1.1630 1.4095 0.4754 -0.79 -0.94 0.90
C 0.1994 2.4551 0.7991 -0.46 0.45 -2.17
H 2.6286 2.5669 -0.3913 -0.48 -0.65 -0.92
H 1.1635 2.1587 -1.4166 -0.14 0.64 -1.09
H 2.3533 0.9163 -1.1347 0.81 -0.59 -0.49
H 0.8289 0.4115 0.5900 0.41 1.91 -0.65
H -0.6023 2.6764 -0.0114 0.84 -0.81 0.76
H -0.3461 2.3149 1.7101 0.09 -0.08 0.69
H 0.7409 3.4120 0.7478 -0.03 -0.20 0.74
N -1.7575 -2.9648 -0.9366 -0.54 -0.39 0.55
C -0.7605 -2.1368 -0.2383 0.74 -0.62 -0.90
N -1.2732 -1.4176 0.8577 -0.98 1.64 0.12
H -1.4416 -3.5262 -1.7125 0.87 0.77 -0.81
H -1.9303 -3.7433 -0.3390 -0.86 -0.42 1.14
H -0.3205 -1.5520 -1.0337 0.00 0.93 0.06
H 0.0851 -2.6989 0.1246 0.36 -0.72 0.22
H -1.1497 -1.6346 1.8136 0.57 -1.08 0.46
H -1.4780 -0.4331 0.8326 -0.13 -0.06 -0.84
```
Positions in Å, forces in eV/Å.

Computed properties:
- F_max (eV/Å) = 2.27
- net charge = 0
- E_HOMO (eV) = -8.423
- ΔE to the lowest compared entry with this formula, charge and spin (kcal/mol) = 33.1
- Kohn-Sham gap (eV) = 9.350

How positive or negative is each atom? The Mulliken charges in e answer that:
1. C -0.88
2. N -0.35
3. C -0.88
4. H 0.25
5. H 0.30
6. H 0.37
7. H 0.29
8. H 0.27
9. H 0.34
10. H 0.30
11. N -0.67
12. C -0.27
13. N -0.47
14. H 0.24
15. H 0.23
16. H 0.27
17. H 0.29
18. H 0.19
19. H 0.18


Record 3
Below is C9H10BrCl3GeHoN3O2S4Sb as an isolated structure in a non-equilibrium geometry, with properties calculated with ωB97M-V/def2-TZVPD.

Structure (XYZ):
```
35
Properties=species:S:1:pos:R:3:forces:R:3
Ho 12.1380 10.6604 5.2675 0.81 -0.04 0.20
S 8.9262 14.2674 4.9743 -0.81 0.42 1.04
Sb 10.5306 13.6544 3.5895 -0.34 -0.61 -1.58
S 12.5054 14.9012 4.0301 0.50 1.12 -0.56
S 10.9629 11.5486 2.7473 -0.02 0.23 1.09
S 9.4372 14.9160 1.9666 0.24 0.07 0.00
O 12.8732 11.7786 6.9865 1.16 -2.49 1.42
O 12.2527 12.7222 6.2098 -1.15 2.79 -2.16
Br 5.4627 9.7894 5.1958 -0.57 0.12 -0.10
C 7.2664 9.9041 5.6109 0.42 1.06 0.00
C 7.9864 8.7230 5.7213 -0.78 0.62 -0.40
C 9.3147 8.8101 5.9520 1.22 -1.35 0.16
N 9.9793 9.9416 6.0633 -0.03 0.44 0.12
C 9.2734 11.0613 5.9757 0.24 1.47 -0.13
C 7.9091 11.1510 5.7435 0.20 -1.41 0.12
H 7.5431 7.7860 5.4806 -0.37 -0.54 0.21
H 9.9186 7.9138 6.0289 -0.02 -0.10 -0.04
H 9.8668 11.9949 6.0296 -0.57 -0.39 0.15
H 7.4773 12.1336 5.6053 -0.24 -0.26 0.05
Cl 14.0487 10.4894 3.7086 0.54 -0.22 -0.03
Ge 13.1899 14.3071 5.9579 0.95 -1.76 0.93
Cl 12.9212 15.2083 7.8869 0.09 0.06 -0.72
Cl 15.3322 13.8470 5.6784 -1.23 0.33 0.37
C 15.7271 6.2194 5.9725 -1.33 -1.61 -1.25
N 14.4472 6.8124 5.6546 -0.88 0.27 0.08
C 13.4708 6.4491 4.7287 1.55 1.34 0.96
C 12.5280 7.3995 4.7588 -1.00 0.17 0.93
N 12.7819 8.2664 5.8329 0.71 -0.18 -0.76
C 13.9723 7.8685 6.3202 -2.37 0.23 -2.14
H 15.8888 6.4845 6.9516 1.27 1.11 2.04
H 16.5052 6.3758 5.2510 0.31 0.63 -0.16
H 15.5931 5.1572 6.0706 -0.12 -0.70 -0.31
H 13.6105 5.6097 4.1587 0.19 -1.71 -1.41
H 11.6415 7.4238 4.1139 0.39 0.25 0.54
H 14.4762 8.4237 7.0343 1.04 0.63 1.33
```
Positions in Å, forces in eV/Å.

Computed properties:
- F_max (eV/Å) = 3.71
- net charge = 0
- <S²> = 8.761
- E_HOMO (alpha / beta) (eV) = -8.585 / -8.637
- Kohn-Sham gap (alpha / beta) (eV) = 7.824 / 6.735
- spin multiplicity = 6

How positive or negative is each atom? The Mulliken charges in e answer that:
1. Ho 0.96
2. S -0.55
3. Sb 1.36
4. S -0.32
5. S -0.49
6. S -0.36
7. O -0.64
8. O 0.00
9. Br -0.13
10. C 0.25
11. C -0.74
12. C -0.27
13. N -0.19
14. C -0.03
15. C -0.65
16. H 0.42
17. H 0.53
18. H 0.69
19. H 0.33
20. Cl -0.49
21. Ge 0.67
22. Cl -0.28
23. Cl -0.30
24. C -0.99
25. N 0.12
26. C -0.86
27. C -0.09
28. N -0.22
29. C -0.32
30. H 0.41
31. H 0.29
32. H 0.41
33. H 0.54
34. H 0.42
35. H 0.52


Record 4
Below is one molecule with the formula C16H19N3OS in a non-equilibrium geometry, with properties calculated with ωB97M-V/def2-TZVPD.

Structure (XYZ):
```
40
Properties=species:S:1:pos:R:3:forces:R:3
C 5.6084 0.3498 -1.2606 -0.23 -0.08 -0.04
C 4.0933 0.2596 -1.1177 0.11 0.17 0.08
C 3.6153 0.6918 0.2776 -0.05 -0.05 -0.12
C 4.1017 -0.2278 1.3995 -0.01 0.13 -0.09
C 2.1109 0.9767 0.2502 0.53 0.21 0.05
O 1.7454 2.1357 0.1735 -0.08 0.20 -0.03
N 1.2138 -0.0471 0.2730 -0.09 -0.07 -0.12
C 1.5043 -1.4761 0.3689 0.36 -0.44 0.20
C 0.2017 -2.2001 -0.0034 0.00 0.03 -0.12
C -0.8186 -1.1041 0.0722 0.13 0.12 0.08
C -2.1865 -1.1954 -0.0049 0.01 0.32 0.05
C -2.9515 -0.0261 0.0656 0.52 0.10 0.02
C -4.4044 -0.0541 -0.0074 -0.79 -0.78 -0.10
C -5.1976 -1.1599 -0.1038 0.09 0.23 0.02
S -6.8703 -0.7310 -0.1680 0.37 0.64 0.06
C -6.3612 0.9623 -0.0571 -0.36 -1.14 -0.03
N -7.2859 1.9508 0.0148 -0.39 0.40 0.03
N -5.0947 1.1311 0.0134 0.20 0.73 0.04
C -2.3007 1.1996 0.2065 -0.19 -0.28 -0.02
C -0.9223 1.2953 0.2811 0.20 0.16 0.02
C -0.1777 0.1291 0.2137 -0.62 -0.01 -0.03
H 5.9516 1.3594 -1.0475 0.08 0.11 0.03
H 6.1052 -0.3359 -0.5789 0.13 -0.06 0.06
H 5.9042 0.0948 -2.2757 0.11 -0.02 -0.05
H 3.7786 -0.7633 -1.3346 -0.08 -0.01 -0.02
H 3.6254 0.9140 -1.8570 -0.04 -0.05 -0.02
H 4.0410 1.6858 0.4603 -0.19 -0.12 -0.04
H 4.0765 -1.2762 1.1149 -0.01 -0.12 0.03
H 3.4993 -0.0886 2.2947 -0.01 -0.05 0.13
H 5.1296 0.0213 1.6525 0.07 -0.03 0.04
H 1.7879 -1.7187 1.3981 0.03 -0.04 -0.13
H 2.3201 -1.7516 -0.2971 -0.01 0.00 0.13
H 0.2445 -2.6083 -1.0164 0.04 -0.03 0.03
H -0.0173 -3.0204 0.6798 0.06 0.00 -0.02
H -2.6567 -2.1596 -0.1201 -0.07 -0.13 -0.02
H -4.9246 -2.1937 -0.1375 0.16 -0.22 -0.01
H -8.2074 1.7540 -0.3367 0.07 0.11 -0.01
H -6.9369 2.8842 -0.1306 -0.03 -0.02 -0.03
H -2.9045 2.0913 0.2592 -0.02 0.07 0.00
H -0.4402 2.2516 0.3854 0.00 0.00 0.00
```
Positions in Å, forces in eV/Å.

Computed properties:
- F_max (eV/Å) = 1.20
- net charge = 0
- E_HOMO (eV) = -7.388
- ΔE to the lowest compared entry with this formula, charge and spin (kcal/mol) = 5.7
- Kohn-Sham gap (eV) = 8.077

How positive or negative is each atom? The Mulliken charges in e answer that:
1. C -1.39
2. C -0.25
3. C 0.37
4. C -1.75
5. C 0.22
6. O -0.67
7. N 0.23
8. C -0.62
9. C -0.95
10. C 0.75
11. C -1.02
12. C 0.95
13. C 0.28
14. C -0.50
15. S -0.23
16. C 0.50
17. N -0.44
18. N -0.49
19. C -0.91
20. C -1.16
21. C 0.34
22. H 0.34
23. H 0.33
24. H 0.40
25. H 0.12
26. H 0.41
27. H 0.52
28. H 0.32
29. H 0.41
30. H 0.47
31. H 0.24
32. H 0.25
33. H 0.30
34. H 0.40
35. H 0.33
36. H 0.37
37. H 0.24
38. H 0.26
39. H 0.50
40. H 0.52


Record 5
Below is a 2-piece molecular cluster, C8H15NS2 overall in a non-equilibrium geometry, with properties calculated with ωB97M-V/def2-TZVPD.

Structure (XYZ):
```
26
Properties=species:S:1:pos:R:3:forces:R:3
C -0.7127 0.5377 -0.8894 3.64 1.80 -0.92
C 1.3405 0.5025 -0.6844 -3.92 -0.79 -0.97
C -0.3530 -1.5630 0.4623 0.16 -0.66 -0.45
C -1.4816 -1.6301 -1.7116 0.66 1.83 -4.18
C -2.6797 -0.4524 0.2052 2.76 0.06 -2.32
C 0.9343 1.7393 1.4012 -2.17 0.92 0.03
C 3.2199 1.2745 0.6075 -0.13 1.52 -1.16
C -1.2555 -0.7452 -0.5167 -1.75 -1.78 2.53
N 1.7545 1.1895 0.3193 1.78 1.68 3.04
S -1.3908 1.8003 -1.6175 0.45 -0.61 0.44
S 2.2297 -0.4157 -1.6645 -0.05 -0.53 -1.08
H 0.2047 -0.8495 1.1108 -0.12 -1.04 -0.34
H 0.2654 -2.3873 -0.0535 -0.33 1.90 0.60
H -1.0305 -2.1813 1.0457 -0.09 0.22 0.50
H -0.4419 -1.8766 -2.1526 -1.66 0.64 0.28
H -1.8678 -2.5638 -1.4485 -0.98 -1.38 0.65
H -2.2014 -1.1258 -2.5890 1.98 -1.28 2.39
H -3.2334 -1.2173 0.5930 -0.88 -2.90 0.60
H -2.6469 0.2166 0.9789 0.74 2.03 1.95
H -3.2310 -0.0075 -0.5493 -1.40 0.96 -1.43
H 0.8519 2.8588 1.6994 1.11 -1.36 -1.44
H -0.1158 1.5398 1.0654 0.78 -0.13 0.85
H 1.1888 1.2823 2.3647 -0.17 -0.43 -0.35
H 3.5327 0.9327 1.5928 -0.48 -0.62 -0.01
H 3.7622 0.7507 -0.2395 -0.50 0.97 1.27
H 3.3573 2.3909 0.6701 0.56 -1.01 -0.46
```
Positions in Å, forces in eV/Å.

Computed properties:
- F_max (eV/Å) = 4.61
- net charge = 0
- E_HOMO (eV) = -7.575
- ΔE to the lowest compared entry with this formula, charge and spin (kcal/mol) = 35.4
- Kohn-Sham gap (eV) = 7.373

How positive or negative is each atom? The Mulliken charges in e answer that:
1. C -0.84
2. C 0.50
3. C -1.58
4. C -1.60
5. C -2.05
6. C -0.74
7. C -0.88
8. C 2.36
9. N 0.08
10. S -0.18
11. S -0.44
12. H 0.19
13. H 0.34
14. H 0.52
15. H 0.31
16. H 0.51
17. H 0.26
18. H 0.51
19. H 0.52
20. H 0.56
21. H 0.26
22. H 0.17
23. H 0.37
24. H 0.30
25. H 0.22
26. H 0.32


Record 6
Below is a 2-piece molecular cluster, C5H9NO overall in a non-equilibrium geometry, with properties calculated with ωB97M-V/def2-TZVPD.

Structure (XYZ):
```
16
Properties=species:S:1:pos:R:3:forces:R:3
C 3.9326 1.7380 0.2005 0.45 -1.32 0.49
C -0.4935 -0.5545 -0.1733 -1.60 0.41 -0.93
C -0.4945 -1.9845 -0.7656 2.34 2.79 1.58
C -1.9931 -0.2528 0.1674 2.94 0.78 -1.38
C 0.6129 1.5776 0.3554 -2.94 -0.17 -3.29
N 0.5338 0.1693 -0.0404 -0.11 -0.60 -0.59
O 4.2288 0.7155 0.5959 -0.36 1.29 -0.49
H -1.3896 -2.0100 -1.3293 -0.75 -1.09 -0.34
H -0.3289 -2.4794 0.1767 -0.83 -1.45 -0.02
H 0.4238 -2.0647 -1.3082 0.32 -0.43 -0.75
H -2.5775 0.1253 -0.6369 -0.29 0.14 -0.98
H -1.9650 0.4660 0.8893 -0.44 2.00 2.23
H -2.3966 -1.1257 0.5279 -1.13 -1.98 0.88
H 1.4480 1.9855 -0.2952 -1.56 0.17 0.69
H -0.4858 2.1300 0.3220 2.94 -0.93 -0.17
H 0.9445 1.5645 1.3138 1.00 0.39 3.05
```
Positions in Å, forces in eV/Å.

Computed properties:
- F_max (eV/Å) = 4.41
- net charge = 0
- E_HOMO (eV) = -8.792
- ΔE to the lowest compared entry with this formula, charge and spin (kcal/mol) = 66.6
- Kohn-Sham gap (eV) = 9.842

How positive or negative is each atom? The Mulliken charges in e answer that:
1. C 0.12
2. C 0.93
3. C -1.31
4. C -1.54
5. C -0.80
6. N -0.42
7. O -0.13
8. H 0.37
9. H 0.32
10. H 0.39
11. H 0.30
12. H 0.51
13. H 0.45
14. H 0.18
15. H 0.26
16. H 0.36